Here is C48H53GaGe2N2O4P2 as an isolated structure from OMol25. Energies are from the ωB97M-V functional and the def2-TZVPD basis.

Output
- energy (eV) = -245778.833
- orbital gap (eV) = 7.7
- total charge = +2
- HOMO energy (Ha) = -0.4788
- E_LUMO (eV) = -5.36
- strongest force on any atom (eV/Å) = 0.401

Geometry as XYZ:
```
112
C48H53GaGe2N2O4P2 | OMol25 | the ωB97M-V functional and the def2-TZVPD basis
Ga 0.1011 0.5655 0.2288
C 4.0487 1.8537 1.7039
N 2.7347 1.3357 1.2882
P 1.2657 1.9040 1.9149
C 1.3099 3.6929 1.9096
C 1.5477 4.4307 3.0680
C 1.6337 5.8134 2.9934
C 1.4869 6.4547 1.7716
C 1.2527 5.7211 0.6140
C 1.1605 4.3421 0.6819
C 1.1136 1.3352 3.6091
C 2.0690 0.5097 4.1958
C 1.8706 0.0344 5.4842
C 0.7178 0.3715 6.1799
C -0.2400 1.1884 5.5925
C -0.0452 1.6718 4.3087
P 2.4951 0.5233 -0.1746
C 3.0981 1.5138 -1.5402
C 4.4625 1.7271 -1.7537
C 4.8777 2.5587 -2.7802
C 3.9385 3.1747 -3.5995
C 2.5818 2.9646 -3.3961
C 2.1615 2.1374 -2.3658
C 3.4379 -0.9998 -0.0920
C 4.1213 -1.4956 -1.2025
C 4.7674 -2.7204 -1.1237
C 4.7317 -3.4521 0.0553
C 4.0461 -2.9642 1.1614
C 3.3955 -1.7437 1.0896
H 3.9829 2.2420 2.7189
H 4.3756 2.6596 1.0453
H 4.7829 1.0473 1.6892
H 1.6607 3.9329 4.0227
H 1.8158 6.3891 3.8904
H 1.5531 7.5331 1.7193
H 1.1369 6.2259 -0.3355
H 0.9795 3.7723 -0.2244
H 2.9687 0.2417 3.6577
H 2.6203 -0.5930 5.9476
H 0.5659 0.0017 7.1849
H -1.1367 1.4518 6.1367
H -0.7943 2.3142 3.8581
H 5.1985 1.2369 -1.1275
H 5.9333 2.7251 -2.9459
H 4.2682 3.8195 -4.4030
H 1.8549 3.4416 -4.0393
H 1.0979 1.9773 -2.2107
H 4.1583 -0.9270 -2.1231
H 5.3076 -3.0981 -1.9812
H 5.2421 -4.4039 0.1147
H 4.0241 -3.5348 2.0803
H 2.8544 -1.3653 1.9492
C -1.1031 -4.7719 -3.7387
C -0.7919 -4.3524 -2.2961
Ge -0.7358 -2.4205 -2.1248
C 0.8156 -1.5350 -2.8947
C 0.8625 -1.5760 -4.4242
C -2.3793 -1.4789 -2.4726
C -2.8456 -0.2859 -2.0631
Ge -2.1598 0.9198 -0.6353
C -2.9795 0.6302 1.1537
C -4.4807 0.4205 1.3352
C -2.2056 2.7996 -1.2211
C -3.4632 3.6096 -0.9074
C -4.0270 0.2759 -2.7723
C -4.1014 0.2003 -4.1656
C -5.2036 0.6913 -4.8447
C -6.2564 1.2675 -4.1459
C -6.1887 1.3636 -2.7645
C -5.0767 0.8837 -2.0883
H -1.0955 -5.8576 -3.8222
H -0.3721 -4.3860 -4.4489
H -2.0888 -4.4283 -4.0550
H 0.1762 -4.7410 -1.9726
H -1.5384 -4.7630 -1.6166
H 1.7112 -1.9877 -2.4606
H 0.7726 -0.4976 -2.5500
H 1.0206 -2.5878 -4.7958
H 1.6813 -0.9613 -4.7990
H -0.0590 -1.1965 -4.8693
H -2.9822 -1.9749 -3.2353
H -2.6513 1.5016 1.7329
H -2.4476 -0.2222 1.5875
H -5.0509 1.3215 1.1080
H -4.6949 0.1572 2.3716
H -4.8596 -0.3868 0.7076
H -1.9918 2.8078 -2.2937
H -1.3468 3.2727 -0.7341
H -4.3178 3.2724 -1.4900
H -3.3027 4.6635 -1.1362
H -3.7296 3.5423 0.1497
H -3.2787 -0.2248 -4.7280
H -5.2391 0.6285 -5.9241
H -7.1187 1.6460 -4.6775
H -7.0015 1.8114 -2.2082
H -5.0500 0.9640 -1.0111
O 0.1497 -0.9485 1.5450
C -0.2811 -1.9847 0.9556
O -0.3532 -1.9317 -0.3158
C -0.6918 -3.1580 1.7363
C -0.1320 -3.3592 2.9967
C -0.5103 -4.4593 3.7434
C -1.4676 -5.3088 3.2197
C -2.0678 -5.1080 1.9916
C -1.6637 -4.0205 1.2376
N -1.8826 -6.4869 4.0235
O -1.2766 -6.6881 5.0504
O -2.7793 -7.1635 3.5777
H 0.5964 -2.6560 3.3785
H -0.0893 -4.6687 4.7156
H -2.8331 -5.7909 1.6528
H -2.1359 -3.8207 0.2858
```